(1)
# C4H13N3O

An isolated molecule of C4H13N3O (wB97M-V/def2-TZVPD, the Open Molecules 2025 dataset).

Atoms and positions in Å:
N 1.080653 3.142191 0.372691
C 0.901431 1.943313 -0.439082
N -0.046873 1.029020 0.154364
C 0.141498 -0.372968 -0.240080
C 0.235733 -1.322611 0.983836
N -0.881268 -2.157222 1.374062
C -1.006449 -0.747260 -1.182446
O -0.731828 -1.943787 -1.918056
H 0.697280 3.971464 -0.059409
H 0.723826 3.039392 1.303553
H 1.890655 1.479997 -0.522912
H 0.558553 2.251609 -1.428825
H 0.033562 1.063358 1.153656
H 1.047486 -0.501201 -0.830297
H 0.547202 -0.749581 1.872074
H 1.100121 -1.959832 0.783473
H -1.732772 -1.660753 1.584011
H -1.008030 -2.967924 0.793818
H -1.868472 -0.904684 -0.522868
H -1.171602 0.013810 -1.933661
H -0.510711 -2.646337 -1.297907

Forces on atoms 1 to 3 (eV/Å):
N 0.13 0.20 -0.58
C 0.39 0.72 0.34
N -0.22 -0.67 0.00

Lowest unoccupied orbital energy in Ha: 0.031
Strongest force on any atom in hartree/bohr: 0.02231
Frontier orbital gap in eV: 9.7
E_tot in Eh: -399.6714

(2)
# C20H28MnNO2

A structure of composition C20H28MnNO2 (wB97M-V/def2-TZVPD, the Open Molecules 2025 dataset).

Atoms and positions in Å:
O 0.210937 1.317309 -5.135482
C 1.090640 2.197280 -5.850502
C 0.089466 3.337630 -5.729504
H 1.259559 1.842690 -6.863463
H 2.026277 2.269021 -5.295842
C -0.739775 2.380805 -4.812422
H -0.463128 3.461099 -6.667101
H 0.518242 4.264925 -5.365618
C -2.078569 2.037039 -5.442455
H -1.953890 1.238765 -6.191394
H -2.443957 2.907919 -5.997137
H -2.805940 1.747785 -4.674551
C -0.850558 2.662363 -3.321806
H 0.101239 2.710860 -2.786945
H -1.467066 1.886156 -2.857005
H -1.402528 3.597350 -3.157099
Mn 0.370988 -0.491301 -0.474117
C 0.862231 0.767984 1.105663
C 1.885312 -0.252443 0.945519
C 2.520428 0.024773 -0.310751
H 2.180767 -1.020066 1.673309
C 1.820925 1.085395 -0.982093
C 0.817263 1.579378 -0.084693
H 0.175400 2.451343 -0.256778
H 0.348715 0.984423 2.026824
H 3.441926 -0.427858 -0.643631
H 2.098247 1.535001 -1.931017
C -1.048350 -1.389577 0.878344
C -1.640212 -0.266870 0.193286
C -1.625305 -0.524864 -1.221420
H -2.118231 0.572211 0.699936
C -1.034285 -1.834880 -1.414508
C -0.643351 -2.343124 -0.129304
H -0.218635 -3.319654 0.097463
H -0.742182 -1.760649 4.402261
H -2.076607 0.087737 -1.999000
H -0.964046 -2.332964 -2.378324
O 0.028074 -1.691180 -4.633017
C -0.391086 -1.275024 -5.976970
C 0.386906 -1.987458 -7.082335
H -0.233001 -0.193955 -6.026493
H -1.477200 -1.417283 -6.125073
C 1.154684 -3.072820 -6.344673
H 1.038941 -1.273308 -7.586158
H -0.291462 -2.413526 -7.817881
C 0.735633 -2.941160 -4.864940
H 2.227419 -2.917931 -6.454844
H 0.920499 -4.070484 -6.717543
H 1.601090 -2.967369 -4.187861
H 0.078899 -3.794017 -4.596649
N -0.573711 -1.552492 3.423392
C -0.707432 -1.415286 2.261500

Forces on atoms 1 to 3 (eV/Å):
O 0.18 0.35 0.91
C -0.38 -0.40 0.35
C 0.07 -0.16 -0.09

Lowest unoccupied orbital energy (alpha / beta) in Ha: 0.031 / 0.029
Strongest force on any atom in hartree/bohr: 0.07138
Expectation value of S²: 6.0828
Frontier orbital gap (alpha / beta) in eV: 5.7 / 7.5
E_tot in Eh: -2134.8362
Multiplicity: 5

(3)
# C5H10CsO3

A structure of composition C5H10CsO3 (wB97M-V/def2-TZVPD, the Open Molecules 2025 dataset).

Atoms and positions in Å:
C 1.556225 -1.723864 1.552689
O 1.787182 -0.675909 0.633490
C 1.185023 -0.851493 -0.634369
H 1.985578 -1.420659 2.514878
H 0.474195 -1.882011 1.687136
H 2.063839 -2.637015 1.204986
H 0.680354 0.259407 -0.714697
H 1.716231 -1.723859 -1.060889
Cs 2.896546 2.433347 1.419289
O -0.243471 3.260071 -0.450575
C -1.177213 2.447475 -0.643782
C -1.407200 1.363516 0.224477
O -2.307514 0.370324 -0.090197
C -2.183762 -0.427370 -1.081857
H -1.551070 2.297463 -1.680559
H -1.384679 1.502031 1.304784
H -2.576208 -1.433827 -0.924097
H -1.821671 -0.022423 -2.033676
H 0.307610 -1.135208 -1.227038

Forces on atoms 1 to 3 (eV/Å):
C 0.01 -0.36 0.51
O -1.85 -0.30 1.15
C -0.09 2.44 -0.95

Lowest unoccupied orbital energy (alpha / beta) in Ha: -0.123 / -0.165
Strongest force on any atom in hartree/bohr: 0.08141
Total charge: +1
Frontier orbital gap (alpha / beta) in eV: 8.4 / 6.6
E_tot in Eh: -441.8875

(4)
# C30H24ClF6NO8PS2Sn

A structure of composition C30H24ClF6NO8PS2Sn (wB97M-V/def2-TZVPD, the Open Molecules 2025 dataset).

Atoms and positions in Å:
Sn -0.525432 0.660307 2.044184
C -0.491447 -0.306186 6.538930
C -0.171192 0.347497 5.225257
O -0.894275 0.071619 4.256223
C 0.964234 1.259756 5.129652
C 1.378379 1.971332 6.266815
C 2.440694 2.841420 6.219453
C 3.130346 2.997638 5.012694
C 2.753527 2.301408 3.887037
C 1.660892 1.418940 3.911959
O 1.369610 0.738390 2.815533
H -1.144085 -1.156911 6.363003
H -1.018526 0.403461 7.180978
H 0.413992 -0.617322 7.056234
H 0.823309 1.861976 7.189633
H 2.735162 3.396822 7.098192
H 3.967785 3.682014 4.960442
H 3.269398 2.428230 2.944243
Cl 2.231698 -0.802130 -0.052053
C 2.688737 -0.968844 -1.704032
C 4.037834 -1.002679 -2.012348
C 4.441690 -0.992299 -3.338253
C 3.507156 -0.941043 -4.363178
C 2.158234 -0.954272 -4.058962
C 1.731669 -0.995694 -2.724257
P -0.017800 -0.870090 -2.446404
C -0.874346 -1.473942 -3.875976
C -0.544733 -2.741366 -4.369143
C -1.190425 -3.226773 -5.488962
C -2.153197 -2.449854 -6.126309
C -2.468814 -1.187689 -5.649933
C -1.831487 -0.692080 -4.521470
C -0.485339 0.767523 -2.030697
C 0.478276 1.773104 -2.176397
C 0.109599 3.096162 -2.013491
C -1.199174 3.413509 -1.690558
C -2.157974 2.416872 -1.546945
C -1.814024 1.092528 -1.730016
H 4.762470 -1.005986 -1.210606
H 5.497971 -1.011392 -3.570427
H 3.826822 -0.886987 -5.393971
H 1.429119 -0.938478 -4.857464
H 0.221443 -3.337702 -3.888708
H -0.942507 -4.208118 -5.868811
H -2.648686 -2.829504 -7.009678
H -3.207890 -0.583509 -6.157054
H -2.069845 0.297373 -4.157909
H 1.505244 1.527160 -2.408882
H 0.849819 3.874943 -2.127817
H -1.478693 4.448656 -1.545825
H -3.178476 2.674322 -1.298820
H -2.562736 0.321824 -1.626900
F -3.944238 -1.290389 2.706258
C -3.622000 -2.436497 2.134465
F -2.518233 -2.920540 2.686366
F -4.605741 -3.307400 2.268287
S -3.323188 -2.094605 0.327352
O -2.592521 -0.852621 0.287397
O -4.556955 -2.209883 -0.364880
N -2.283866 -3.279048 -0.117322
S -0.800566 -2.934088 -0.141188
O -0.451952 -1.961043 -1.331973
O -0.086210 -2.584832 1.030228
C -0.067494 -4.459084 -0.892353
F -0.766905 -4.823744 -1.951138
F 1.173505 -4.163964 -1.263129
F -0.067184 -5.409068 0.013211
C -0.025067 4.776778 1.968188
C -0.200520 3.289390 1.873031
O -0.803862 2.688262 2.826262
O 0.220896 2.645546 0.886047
H -0.991770 5.257120 1.811531
H 0.680524 5.124576 1.218965
H 0.319323 5.041220 2.966220

Forces on atoms 1 to 3 (eV/Å):
Sn 0.05 0.15 0.20
C -0.04 0.07 0.02
C -0.01 0.03 -0.03

Lowest unoccupied orbital energy in Ha: -0.129
Strongest force on any atom in hartree/bohr: 0.01339
Total charge: +1
Frontier orbital gap in eV: 6.7
E_tot in Eh: -4225.5174

(5)
# C5H6GdO3

A structure of composition C5H6GdO3 (wB97M-V/def2-TZVPD, the Open Molecules 2025 dataset).

Atoms and positions in Å:
C -4.195124 0.402175 0.208022
C -3.051209 -0.007161 -0.652241
C -1.999585 -0.779155 0.149824
C -0.791071 -0.374120 0.380669
O 0.288672 0.023742 0.670287
Gd 2.898017 0.129637 0.917157
H -5.054834 -0.256528 0.337194
H -4.113141 1.284881 0.843836
H -2.572920 0.867661 -1.112745
H -3.386418 -0.669152 -1.462775
H -2.253742 -1.745211 0.596988
O 7.235565 -0.043832 -0.017762
O 5.058167 -0.152790 0.411192
C 6.083544 0.295494 -0.228752
H 5.854078 1.024361 -1.040897

Forces on atoms 1 to 3 (eV/Å):
C 1.71 -0.82 0.29
C -0.54 0.10 -1.12
C -1.16 -0.40 0.64

Lowest unoccupied orbital energy (alpha / beta) in Ha: -0.432 / -0.432
Strongest force on any atom in hartree/bohr: 0.09947
Expectation value of S²: 20.0276
Total charge: +2
Frontier orbital gap (alpha / beta) in eV: 2.7 / 2.7
E_tot in Eh: -1184.7249
Multiplicity: 9

Which of these has the highest strongest force on any atom? C5H6GdO3